A 17-piece molecular cluster, C68H130O20 overall at a distorted geometry. Source: OMol25; level of theory: ωB97M-V/def2-TZVPD.

As for the total energy: -113561.19105 eV. The calculation puts the HOMO energy at -9.10 eV. For the orbital gap, the calculation gives 9.30 eV. The LUMO energy comes out at 0.20 eV.

XYZ file:
```
218
Properties=species:S:1:pos:R:3:forces:R:3:lowdin_charge:R:1
C 0.236278 -5.785936 4.707200 -0.2 0.4 0.1 -0.143
C -0.509982 -4.430036 4.718490 0.5 -0.1 -0.3 -0.141
C -1.805172 -4.768186 3.994280 -0.8 2.6 -0.8 -0.261
O -1.937972 -6.095416 3.812670 -1.2 -3.1 1.8 -0.125
C -0.680122 -6.710806 3.907310 0.6 0.1 -0.9 -0.191
H 0.330048 -6.128326 5.737770 0.2 -0.2 -0.1 0.110
H 1.222428 -5.725916 4.246770 0.0 0.0 0.2 0.091
H 0.046328 -3.671396 4.167960 0.0 0.0 -0.1 0.096
H -0.634762 -4.034706 5.726580 -0.2 -0.2 0.0 0.102
H -1.831062 -4.369446 2.980160 0.4 0.9 -0.1 0.097
H -2.718042 -4.383176 4.448740 0.0 0.1 0.4 0.127
H -0.476852 -6.771936 2.838180 1.4 -0.4 -0.1 0.109
H -0.639202 -7.704216 4.354040 -0.8 -0.1 -0.1 0.123
C 2.951348 -2.238586 6.193070 0.1 -0.2 1.1 -0.157
C 3.288638 -3.669646 6.577010 1.0 -0.6 0.0 -0.150
C 4.840708 -3.768986 6.516860 0.6 0.2 -0.3 -0.162
O 5.331158 -2.431336 6.351060 0.8 -1.0 1.4 -0.115
C 4.341158 -1.653226 5.855080 -2.4 1.4 -2.1 -0.257
H 2.486068 -1.737826 7.042100 0.1 0.2 0.0 0.105
H 2.177258 -2.323846 5.430420 0.4 0.7 -0.4 0.096
H 2.918968 -4.291936 5.762030 -0.3 -0.5 0.6 0.091
H 2.886528 -3.883936 7.567210 0.0 -0.5 -0.3 0.111
H 5.193038 -4.382426 5.687600 -0.4 0.1 -0.7 0.105
H 5.451378 -4.215036 7.301870 -0.7 0.2 0.8 0.115
H 4.372208 -1.641936 4.765580 0.3 0.1 -0.5 0.103
H 4.392758 -0.602766 6.141400 0.4 -0.1 0.4 0.123
C -2.651812 3.294954 1.850600 0.8 0.9 -0.3 -0.135
C -2.452372 4.284244 3.026330 -1.5 0.2 -0.9 -0.135
C -3.547682 3.740974 3.966900 2.1 -0.2 -0.5 -0.158
O -3.354192 2.322684 3.814460 -0.9 0.3 3.0 -0.156
C -2.802912 1.989984 2.596410 -0.3 0.0 -1.4 -0.246
H -1.857682 3.352144 1.106160 0.2 -0.3 0.1 0.097
H -3.571222 3.456504 1.287850 -0.1 0.5 0.2 0.105
H -2.609252 5.342994 2.820090 0.0 -0.1 -0.4 0.117
H -1.445042 4.213844 3.436730 -0.1 -0.3 0.2 0.086
H -4.577492 3.973414 3.695680 0.1 0.4 0.0 0.123
H -3.247232 4.104884 4.949450 -0.7 -0.5 0.5 0.105
H -3.582552 1.408894 2.103850 0.6 -0.7 -0.3 0.120
H -1.868862 1.448024 2.744500 0.0 -0.2 -0.2 0.111
C -1.499162 1.740084 -6.964830 -0.5 -0.9 -1.1 -0.176
C -0.678922 2.170314 -5.796820 -0.3 0.2 0.9 -0.174
C 0.172928 0.924224 -5.477950 -1.0 1.8 0.3 -0.233
O 0.493338 0.496084 -6.733200 1.3 -2.0 -1.8 -0.149
C -0.549002 0.725514 -7.678860 -0.4 1.0 0.7 -0.158
H -1.731682 2.497164 -7.713740 0.0 0.4 0.4 0.106
H -2.458442 1.382134 -6.590980 0.0 -0.7 -0.4 0.104
H -1.316102 2.368864 -4.935040 0.2 0.7 0.0 0.102
H -0.139302 3.027894 -6.198650 0.7 0.1 1.0 0.110
H -0.421382 0.181394 -4.945890 -0.1 -0.1 0.4 0.113
H 1.057168 1.182744 -4.895380 0.1 -0.3 -0.1 0.114
H -1.077972 -0.157636 -8.037090 0.3 -0.3 0.2 0.112
H -0.046672 1.231144 -8.503550 -0.2 -0.2 -0.3 0.114
C -3.084212 -5.372976 0.457130 -0.4 -0.1 -0.2 -0.153
C -3.117892 -6.906966 0.601120 1.4 0.3 0.2 -0.142
C -2.868432 -7.212416 -0.891560 0.6 -0.4 0.4 -0.169
O -1.896592 -6.252196 -1.409530 -1.6 -1.7 0.2 -0.140
C -2.025152 -5.124146 -0.598780 0.3 0.7 -0.3 -0.235
H -2.888272 -4.652686 1.251410 -0.3 -0.6 0.5 0.099
H -4.080202 -5.194036 0.052070 0.1 0.7 -0.1 0.085
H -4.043002 -7.323626 0.999450 -0.2 0.3 -0.4 0.115
H -2.353152 -7.309716 1.265260 0.4 0.1 -0.2 0.092
H -3.864502 -7.085986 -1.315770 0.2 -0.2 -0.9 0.117
H -2.395472 -8.172486 -1.098140 -0.6 -0.2 0.0 0.120
H -2.294752 -4.288086 -1.244080 0.1 0.4 0.1 0.117
H -1.023162 -4.990546 -0.191040 0.0 0.6 0.4 0.099
C 5.039818 -2.354866 -4.913670 -0.7 -1.7 0.7 -0.168
C 6.180688 -1.371976 -4.685650 -0.7 0.2 1.0 -0.192
C 6.503038 -0.929686 -6.041500 -0.4 -1.4 -1.6 -0.205
O 6.079578 -2.021376 -6.908920 0.4 -0.1 -1.4 -0.156
C 5.386788 -3.078986 -6.232250 0.9 2.0 1.5 -0.185
H 4.010348 -2.017056 -5.032750 0.3 1.0 0.1 0.109
H 4.950648 -3.100826 -4.123940 0.2 0.0 0.3 0.095
H 7.054508 -1.846456 -4.239110 -0.2 -0.2 0.2 0.117
H 5.976118 -0.430316 -4.176200 -0.4 -0.4 0.8 0.115
H 7.586038 -0.818926 -6.095660 -0.1 0.5 -0.7 0.122
H 5.882448 -0.077736 -6.319280 0.5 0.3 -0.2 0.124
H 6.078918 -3.902696 -6.057490 -0.1 -0.3 -0.2 0.111
H 4.464348 -3.397556 -6.717750 0.3 0.1 -0.5 0.114
C -6.340592 1.903674 -2.054630 -1.4 -1.0 1.8 -0.198
C -5.549112 1.140624 -3.046210 1.0 -0.2 -1.2 -0.158
C -4.246122 1.994184 -3.169940 -1.4 -0.5 0.7 -0.170
O -4.388922 2.871614 -2.063170 2.2 2.1 0.4 -0.163
C -5.305702 2.434344 -1.077490 -0.1 0.1 -2.0 -0.194
H -7.058272 1.283404 -1.517700 -0.3 -0.2 -0.3 0.099
H -6.895082 2.670004 -2.596280 0.2 0.4 0.5 0.124
H -6.116532 1.119104 -3.976630 0.3 -0.6 -0.1 0.113
H -5.256512 0.150924 -2.695540 -0.4 -0.2 -0.1 0.103
H -4.190132 2.577624 -4.088940 0.0 0.1 0.1 0.115
H -3.360052 1.364364 -3.090470 0.2 0.1 0.1 0.107
H -5.689492 3.248634 -0.462890 0.4 0.3 -0.2 0.122
H -4.784322 1.717154 -0.443540 -0.4 -0.5 0.2 0.106
C 3.795188 5.113174 -5.018410 0.5 0.2 0.2 -0.157
C 2.399208 4.559224 -4.728850 -1.0 0.4 -0.4 -0.159
C 2.225838 4.633124 -3.225950 1.8 -0.2 0.4 -0.164
O 3.629508 4.487464 -2.820750 -1.1 0.9 0.9 -0.171
C 4.350368 5.411524 -3.647720 0.6 -1.8 0.9 -0.219
H 3.807608 6.053794 -5.569020 -0.1 -0.4 -0.6 0.109
H 4.420248 4.324004 -5.436290 -0.1 0.4 -0.5 0.112
H 2.307178 3.507404 -4.999610 0.0 0.2 -0.4 0.104
H 1.665438 5.172424 -5.251980 -0.3 -0.3 -0.1 0.104
H 1.649588 3.826324 -2.773070 0.0 0.0 -0.1 0.107
H 1.873298 5.591554 -2.844840 -0.2 0.2 -0.1 0.099
H 5.365658 5.048234 -3.488610 0.3 0.4 -0.4 0.117
H 4.334688 6.462484 -3.359020 -0.6 0.1 0.3 0.115
C -0.527482 7.364064 -3.598620 1.6 0.3 0.6 -0.163
C -1.742262 8.111294 -3.075230 -0.4 -1.3 0.2 -0.175
C -1.746712 9.419014 -3.824640 1.2 0.0 0.7 -0.207
O -0.484412 9.458274 -4.451310 1.0 1.1 -1.0 -0.166
C 0.442348 8.530934 -3.884670 -1.2 -0.1 -1.7 -0.185
H -0.784572 6.799534 -4.494900 0.4 0.1 0.0 0.117
H -0.062232 6.722144 -2.850570 -0.4 -0.4 0.0 0.086
H -1.615322 8.224064 -1.998530 -0.4 0.1 0.0 0.113
H -2.617902 7.516314 -3.334750 -0.2 0.1 0.6 0.112
H -1.699972 10.241114 -3.110450 -1.0 0.3 -0.1 0.117
H -2.526382 9.466974 -4.584850 0.0 0.4 0.2 0.123
H 1.053018 8.933674 -3.076600 -0.5 0.0 0.7 0.114
H 1.157658 8.405234 -4.697460 0.0 -0.6 0.0 0.113
C 5.793668 -0.347906 0.558260 1.9 0.4 0.4 -0.170
C 6.238808 1.093884 0.285610 -0.7 1.6 -0.9 -0.162
C 4.901088 1.801804 0.210900 -0.7 -1.6 -0.3 -0.216
O 4.062828 1.013614 1.065170 -1.3 -0.7 2.0 -0.179
C 4.703078 -0.203756 1.592460 0.6 1.0 -1.9 -0.160
H 6.640538 -0.943736 0.898700 -0.1 -0.3 -0.1 0.112
H 5.364108 -0.789426 -0.340980 0.1 0.1 -0.1 0.114
H 6.703068 1.352074 -0.666170 0.5 -0.7 -0.1 0.111
H 6.759628 1.699884 1.026970 0.6 -1.0 0.6 0.115
H 4.443628 1.656814 -0.767780 0.1 0.5 -0.4 0.117
H 4.908618 2.861814 0.464690 -0.1 -0.1 0.3 0.115
H 4.120888 -1.118176 1.478510 -0.9 0.5 0.3 0.109
H 5.076388 -0.112236 2.612440 -0.1 0.3 0.0 0.111
C 2.876208 -5.977746 1.334500 -0.4 -0.6 1.4 -0.185
C 3.578318 -6.084506 0.034320 0.2 -1.4 -2.1 -0.181
C 2.994358 -4.973246 -0.853720 0.2 -0.1 1.1 -0.152
O 2.458598 -4.078666 0.158380 0.0 1.4 -0.5 -0.168
C 1.886738 -4.826116 1.246340 0.9 0.0 -1.0 -0.176
H 3.688988 -5.765066 2.028950 -0.6 0.1 0.8 0.115
H 2.372268 -6.910286 1.588510 0.2 0.0 0.3 0.112
H 3.421688 -7.113006 -0.290880 -0.2 0.1 -0.8 0.109
H 4.667048 -6.052056 0.075730 0.0 0.6 0.3 0.111
H 2.272678 -5.268666 -1.615310 -0.7 -0.3 0.5 0.110
H 3.752738 -4.490076 -1.469770 0.2 0.5 0.6 0.108
H 0.837638 -4.956896 0.981000 0.0 -1.0 0.0 0.097
H 1.862298 -4.349526 2.226320 0.3 1.0 -0.4 0.104
C 2.283338 4.302484 0.499700 0.1 1.3 -2.5 -0.173
C 2.439118 3.653044 1.789510 -0.4 -1.8 2.7 -0.206
C 1.322208 4.177644 2.667100 -0.3 2.7 -0.7 -0.154
O 0.629068 5.164994 1.814050 -0.7 -0.9 1.6 -0.148
C 0.834668 4.819204 0.477510 0.7 -0.2 -0.1 -0.205
H 2.527538 3.653834 -0.341560 0.0 0.0 -0.1 0.100
H 2.924448 5.179894 0.414580 0.2 0.0 0.0 0.124
H 3.338888 3.857034 2.369950 0.4 -0.2 -0.6 0.122
H 2.290018 2.573344 1.779020 0.6 -0.1 -0.4 0.085
H 1.745008 4.842154 3.420610 -0.3 -0.4 0.6 0.114
H 0.652498 3.432584 3.096600 -0.1 0.0 -0.1 0.100
H 0.670228 5.746054 -0.072050 0.2 -0.2 -0.4 0.121
H 0.163258 4.044094 0.108050 -0.3 -0.1 0.0 0.101
C 0.412278 3.944644 6.401370 -0.8 3.5 -1.6 -0.180
C -0.623722 4.413584 7.444140 -0.4 -1.1 0.1 -0.144
C -0.658682 3.099384 8.282680 -0.8 1.1 -1.1 -0.187
O -0.167372 2.106384 7.378410 -0.3 -2.0 1.9 -0.167
C -0.065632 2.570294 6.039540 1.3 -0.2 2.2 -0.194
H 1.380168 4.192264 6.837220 0.4 -1.5 -0.1 0.124
H 0.417678 4.602274 5.532120 -0.3 0.3 -0.2 0.090
H -1.573932 4.620734 6.951900 -0.1 -0.1 0.0 0.094
H -0.398432 5.253814 8.100910 0.4 0.1 -0.4 0.108
H -1.655042 2.827094 8.630840 -0.2 -0.1 -0.1 0.109
H -0.086042 3.316024 9.184490 0.7 -0.9 -0.1 0.111
H -1.030012 2.424044 5.553040 -0.1 0.8 -0.4 0.105
H 0.675458 1.924654 5.568320 0.1 0.1 -0.2 0.123
C -5.203892 -1.752076 0.444450 0.3 -0.5 -0.9 -0.144
C -6.416292 -0.896426 0.689710 -1.3 -0.1 -1.0 -0.151
C -7.507362 -1.809366 0.076690 -1.3 -0.2 1.6 -0.223
O -6.955122 -2.574156 -0.936310 -0.6 0.3 -1.6 -0.136
C -5.584622 -2.723456 -0.761540 0.4 1.1 1.5 -0.176
H -5.043332 -2.287066 1.380450 0.8 -0.1 -0.3 0.105
H -4.387842 -1.118186 0.097560 0.5 -0.3 0.6 0.100
H -6.404832 0.051834 0.152320 0.2 0.0 -0.1 0.075
H -6.542022 -0.642156 1.742150 -0.2 -0.3 0.0 0.112
H -8.445972 -1.359976 -0.247580 0.3 0.6 -0.5 0.117
H -7.904272 -2.541666 0.779750 0.2 0.0 1.0 0.112
H -5.083582 -2.361306 -1.659260 0.2 -0.5 -0.1 0.110
H -5.407252 -3.771916 -0.522030 0.5 0.1 -0.2 0.093
O -2.430972 -1.093586 2.739190 -0.2 -0.3 2.4 0.067
C -2.751192 -0.967936 3.921540 0.2 0.1 -2.3 -0.466
O -4.043622 -0.930086 4.263770 -1.9 -0.4 -1.2 0.030
C -4.337272 -0.370106 5.536450 0.5 -0.6 -0.1 -0.152
C -2.950332 -0.201906 6.097150 -0.5 2.2 1.9 -0.160
C -1.915092 -0.680486 5.140080 0.1 -1.3 -0.5 -0.060
H -4.877722 -1.038646 6.206570 -0.3 -0.6 -0.7 0.119
H -4.955942 0.526914 5.510200 0.4 0.2 -0.8 0.125
H -3.055882 -0.799796 7.002400 1.2 0.6 0.4 0.121
H -2.845202 0.875634 6.223460 0.4 -0.1 0.9 0.109
H -1.515622 -1.582426 5.603780 0.3 -0.3 -0.7 0.116
H -1.069042 -0.079166 4.807330 -0.2 0.4 0.5 0.124
O -2.631562 -3.201666 -7.125500 2.3 -1.6 1.7 0.069
C -1.798882 -3.858916 -6.484320 -1.7 1.8 -0.9 -0.453
O -1.717272 -5.185046 -6.555860 -1.2 -0.5 0.1 0.027
C -0.590282 -5.669766 -5.822510 0.4 0.5 -0.1 -0.136
C -0.172142 -4.593226 -4.842280 1.1 0.8 -0.1 -0.162
C -0.685932 -3.375486 -5.526260 -2.4 1.6 -1.0 -0.094
H 0.149778 -5.608016 -6.620390 0.6 -1.3 0.4 0.134
H -0.824112 -6.611466 -5.325890 0.2 -0.1 -0.7 0.135
H 0.912058 -4.481986 -4.857660 0.1 -0.5 0.4 0.113
H -0.512122 -4.622836 -3.807090 -0.2 -0.5 -0.2 0.112
H -0.068452 -2.793066 -6.210080 0.7 -0.1 0.4 0.132
H -1.176222 -2.666326 -4.859330 0.2 0.2 0.0 0.124
O -0.110672 1.810264 -2.149870 0.2 0.7 0.5 0.094
C 0.310868 0.949424 -1.416140 -1.2 1.7 -1.1 -0.504
O 0.730068 -0.161946 -1.987650 0.7 -1.2 0.0 0.032
C 1.070788 -1.144256 -1.011630 -1.9 -0.1 1.1 -0.121
C 0.346408 -0.651906 0.303790 0.9 0.6 0.0 -0.103
C 0.203758 0.899424 0.080230 0.5 -1.8 0.8 -0.036
H 2.156558 -1.238856 -0.995390 -0.2 -0.1 0.5 0.121
H 0.555878 -2.082096 -1.220010 0.6 -0.1 -0.7 0.113
H 0.938858 -1.048526 1.128290 0.1 0.7 0.3 0.104
H -0.663182 -0.990866 0.536030 0.0 -0.7 -0.8 0.096
H 0.949248 1.435234 0.667810 0.1 0.3 -0.6 0.103
H -0.788822 1.251974 0.360610 0.1 0.1 0.0 0.110
```
Positions in Å, forces in eV/Å.